(1)
DFT (ωB97M-V with the def2-TZVPD basis set) results for an isolated molecule of C4H11NS.

Output
HOMO-LUMO gap   9.68 eV
Highest occupied orbital energy   -0.3170 Ha
ΔE to the lowest compared entry with this formula, charge and spin   12.70 kcal per mole
SMILES string   CCNCCS
LUMO energy   1.05 eV

Geometry as XYZ:
```
17
Properties=species:S:1:pos:R:3:forces:R:3:nbo_charge:R:1
S -2.6344 0.8463 2.4297 -0.20 0.05 -0.01 -0.040
N 0.5856 -0.1914 0.2061 0.37 -0.08 0.29 -0.643
C 1.0893 0.3616 -1.0491 0.07 -0.25 0.44 -0.207
C -0.8148 -0.0239 0.4993 -0.48 -0.25 0.11 -0.226
C -1.0859 0.0204 2.0017 0.08 0.10 0.03 -0.518
C 1.4907 -0.6913 -2.0675 -0.47 0.24 -0.66 -0.628
H 0.2811 0.9666 -1.4519 0.07 0.18 -0.25 0.184
H 1.4747 -0.2549 -3.0666 0.27 0.10 -0.07 0.214
H -1.4609 -0.7908 0.0692 -0.11 -0.31 -0.19 0.169
H 0.8816 -1.1485 0.3416 0.01 0.05 -0.04 0.358
H -0.2626 0.5333 2.4871 0.11 -0.03 0.13 0.222
H -1.1883 -0.9742 2.4416 0.18 0.01 -0.09 0.216
H 0.7139 -1.4423 -2.1037 -0.18 -0.45 0.08 0.203
H 2.4541 -1.1780 -1.9385 0.06 0.10 0.35 0.209
H -2.2714 2.0530 1.9739 -0.05 0.02 0.02 0.112
H 1.9292 1.0206 -0.8252 0.05 0.13 -0.14 0.184
H -1.1819 0.8936 0.0522 0.21 0.36 0.00 0.191
```
Forces are in eV/Å.

***

(2)
DFT (ωB97M-V with the def2-TZVPD basis set) results for a structure of composition C17H15N2O9P2Ru.

Output
HOMO-LUMO gap (spin up / spin down)   6.98 / 6.90 eV
Spin multiplicity   2
Highest occupied orbital energy (spin up / spin down)   -0.3093 / -0.3099 Ha
ΔE to the lowest compared entry with this formula, charge and spin   7.42 kcal per mole
LUMO energy (spin up / spin down)   -1.44 / -1.54 eV

Geometry as XYZ:
```
46
Properties=species:S:1:pos:R:3:forces:R:3:mulliken_spin:R:1
Ru 1.5899 0.2084 0.0521 -0.31 1.97 -0.78 0.856
P 4.2080 -1.2543 0.8463 -0.24 0.63 -0.03 0.000
P 1.9058 -2.5581 -0.3711 -0.12 0.41 0.37 0.004
O 4.9615 -1.3393 2.0937 -0.01 -0.01 0.00 0.000
O 1.7223 -3.9904 -0.5441 -0.30 0.04 0.10 -0.002
O 5.0516 -1.8514 -0.3974 0.12 0.04 -0.02 0.000
O 2.8841 -2.1845 0.8617 0.36 -0.81 -0.13 0.001
O 1.0733 0.5635 1.8321 -0.05 -0.46 0.45 0.075
O 0.7181 -1.5661 -0.1072 0.63 -0.54 -0.22 0.005
O 1.9332 1.0636 -1.9018 0.02 -0.30 -0.03 0.032
O 3.6384 0.0948 0.3427 -0.01 -0.74 0.29 0.003
O 2.5789 -1.8265 -1.6457 0.00 -0.25 -0.16 0.006
N -0.2651 0.7657 -0.4924 -0.25 -0.39 -0.73 0.023
N -1.3333 0.6553 0.1423 0.07 0.32 0.33 -0.007
C 3.1940 1.0332 -2.6052 -0.05 0.01 0.01 0.005
C -0.4127 1.0660 -1.8995 0.17 0.00 0.62 -0.007
C 0.7363 1.4007 -3.9943 -0.03 0.02 0.02 -0.003
C -2.6064 0.1736 2.0972 0.18 0.03 -0.09 0.003
C 0.7636 1.1754 -2.6304 0.16 0.04 -0.11 -0.002
C -1.6730 1.4726 -3.8921 0.03 0.00 0.02 -0.002
C -0.2538 0.0823 3.6699 -0.03 0.08 -0.21 0.015
C -0.4938 1.5461 -4.6208 -0.03 -0.01 0.00 0.005
C -1.3053 0.3708 1.4857 -0.36 -0.14 -0.15 -0.005
C -0.1513 0.3308 2.2700 0.28 0.12 0.28 -0.003
C -2.6726 -0.1005 3.4730 0.15 0.00 0.22 0.000
C -3.8102 0.2530 1.3694 0.03 -0.04 -0.02 0.004
C -5.0140 0.0546 1.9944 -0.05 0.00 0.01 -0.003
C -3.9201 -0.3153 4.0917 -0.03 -0.01 0.00 -0.003
C -1.4616 -0.1380 4.2336 -0.19 -0.05 0.07 -0.007
C -1.6328 1.2323 -2.5283 -0.12 -0.02 -0.07 0.004
C -5.0782 -0.2400 3.3672 0.02 0.01 -0.05 0.004
H 3.1906 0.2128 -3.3191 0.00 -0.01 -0.01 0.002
H 0.6654 0.0607 4.2390 0.00 0.00 -0.03 0.000
H 3.9432 0.8684 -1.8389 0.01 -0.02 0.02 0.000
H -3.9451 -0.5408 5.1510 0.01 0.01 0.00 0.000
H 1.6505 1.4626 -4.5649 -0.01 0.01 0.00 0.000
H -5.9288 0.1245 1.4199 0.00 -0.01 0.00 0.000
H -3.7750 0.4672 0.3114 0.00 0.00 0.01 0.000
H 3.3584 -2.3131 -1.9513 0.03 0.09 0.06 0.000
H 5.8750 -2.2274 -0.0597 -0.08 -0.02 0.00 0.000
H -1.5267 -0.3492 5.2953 -0.02 0.00 -0.03 0.000
H 3.3403 1.9903 -3.1021 0.02 0.01 0.00 0.000
H -6.0351 -0.4044 3.8442 0.00 0.00 -0.01 0.000
H -2.5373 1.1559 -1.9426 0.01 0.00 -0.01 0.000
H -0.5235 1.7177 -5.6884 -0.01 0.01 0.01 0.000
H -2.6268 1.5965 -4.3862 0.01 -0.01 0.00 0.000
```
Forces are in eV/Å.

***

(3)
DFT (ωB97M-V with the def2-TZVPD basis set) results for a structure of composition C3H6O2.

Output
HOMO-LUMO gap   10.50 eV
Highest occupied orbital energy   -0.3577 Ha
ΔE to the lowest compared entry with this formula, charge and spin   68.64 kcal per mole
LUMO energy   0.76 eV

Geometry as XYZ:
```
11
Properties=species:S:1:pos:R:3:forces:R:3:nbo_charge:R:1
O 0.4207 0.8636 1.1259 1.79 -0.28 2.61 -0.506
O -0.2861 -0.8185 -1.5539 -0.96 -2.72 0.94 -0.713
C 0.5959 -0.5542 0.8703 0.53 0.93 -0.93 -0.087
C -0.4152 -0.3501 -0.1942 -3.46 -3.24 -3.08 0.035
C -0.2289 1.0335 -0.0991 1.87 3.35 0.02 -0.066
H 0.4424 1.3942 -0.8428 0.65 0.66 -0.85 0.166
H -0.6832 -1.7645 -1.5829 1.08 2.44 -0.04 0.471
H -1.4754 -0.3997 0.1198 0.41 -1.48 0.28 0.172
H 1.5887 -0.8523 0.5648 0.49 0.40 -0.58 0.176
H 0.3567 -1.2133 1.6282 -0.84 -0.97 2.07 0.177
H -1.0162 1.6997 0.0753 -1.56 0.91 -0.43 0.176
```
Forces are in eV/Å.

***

(4)
DFT (ωB97M-V with the def2-TZVPD basis set) results for an isolated molecule of C3H7NO2.

Output
HOMO-LUMO gap   10.44 eV
Highest occupied orbital energy   -0.3541 Ha
ΔE to the lowest compared entry with this formula, charge and spin   38.94 kcal per mole
SMILES string   C[C@@H](O)C(N)=O
LUMO energy   0.80 eV

Geometry as XYZ:
```
13
Properties=species:S:1:pos:R:3:forces:R:3:nbo_charge:R:1
O -1.3318 0.6679 -0.6349 0.43 -0.52 -0.07 -0.720
O 1.7219 -1.2854 0.2316 -0.54 0.34 -0.19 -0.593
N -0.2339 -1.6895 -0.9722 0.09 0.32 0.55 -0.855
C -0.3059 0.3123 0.3087 0.91 -0.14 0.25 -0.032
C 0.7058 1.4042 0.4681 0.22 0.27 0.06 -0.635
C 0.5955 -1.0412 -0.1296 -0.11 1.11 0.72 0.659
H -0.0822 -2.6116 -1.3842 -0.32 0.47 0.64 0.416
H 1.2811 1.2239 1.3767 0.10 0.13 -0.11 0.232
H 1.3883 1.3723 -0.3853 0.06 0.23 0.12 0.211
H -0.9113 0.1958 1.2279 0.66 -0.43 -0.22 0.199
H -0.9597 0.6491 -1.5283 -0.01 0.09 0.15 0.474
H 0.2125 2.3750 0.5137 0.07 -0.01 0.10 0.218
H -1.0471 -1.2425 -0.5387 -1.57 -1.87 -1.99 0.427
```
Forces are in eV/Å.

***

Q: Which max |F| values were calculated for the entries above? A: 0.85, 2.14, 5.65, 3.15, in eV/Å.